## 1
The following is a quantum chemistry calculation of a cluster of 2 separate species, C5H14NO2 in total, from OMol25.

Summary:
lowest unoccupied orbital energy = 3.88 eV
Kohn-Sham gap = 7.23 eV

```
! wB97M-V def2-TZVPD RIJCOSX def2/J DEFGRID3
* xyz -1 1
C 0.170 -0.209 -0.678
C 0.001 -0.932 0.651
C 1.327 -1.664 0.970
C -1.119 -1.956 0.529
N 1.222 0.806 -0.670
C 0.788 2.133 -1.358
O -0.513 2.432 -1.327
H 0.387 -0.965 -1.445
H -0.749 0.253 -1.052
H -0.119 -0.156 1.414
H 2.182 -1.021 0.725
H 1.424 -2.520 0.302
H 1.424 -1.987 2.006
H -1.160 -2.600 1.405
H -2.089 -1.446 0.481
H -0.979 -2.553 -0.377
H 1.336 1.094 0.300
H 1.392 2.880 -0.803
H 1.175 2.007 -2.385
H -1.553 2.003 -0.210
H -2.302 2.606 1.014
O -2.247 1.794 0.507
*
```

Per-atom natural (NBO) charges, elementary charge units: C -0.235; C -0.227; C -0.614; C -0.605; N -0.694; C 0.145; O -0.940; H 0.144; H 0.222; H 0.205; H 0.221; H 0.186; H 0.185; H 0.187; H 0.224; H 0.194; H 0.322; H 0.080; H 0.081; H 0.515; H 0.441; O -1.036


## 2
The following is a quantum chemistry calculation of a cluster of 2 separate species, C5H14NO2 in total, from OMol25.

Summary:
lowest unoccupied orbital energy = 3.58 eV
Kohn-Sham gap = 5.99 eV

```
! wB97M-V def2-TZVPD RIJCOSX def2/J DEFGRID3
* xyz -1 1
C -1.086 -1.185 -2.379
C -1.416 -0.533 -1.006
N -0.199 -0.022 -0.377
C 0.417 -1.171 0.282
C -0.353 1.172 0.470
C -0.042 1.187 2.037
O 0.036 2.513 2.290
H -1.289 -2.261 -2.401
H -0.066 -0.915 -2.588
H -1.727 -0.774 -3.163
H -2.040 0.363 -1.136
H -2.012 -1.263 -0.428
H 0.070 -1.466 1.274
H 1.491 -0.987 0.402
H 0.251 -2.108 -0.261
H 0.407 1.933 0.255
H -1.317 1.646 0.260
H 0.944 0.645 2.168
H -0.817 0.672 2.645
H 2.749 1.238 -0.105
H 2.719 0.389 1.160
O 3.278 0.924 0.602
*
```

Per-atom natural (NBO) charges, elementary charge units: C -0.632; C -0.210; N -0.472; C -0.414; C -0.278; C -0.021; O -0.959; H 0.188; H 0.223; H 0.195; H 0.191; H 0.150; H 0.173; H 0.180; H 0.178; H 0.196; H 0.177; H 0.049; H 0.090; H 0.473; H 0.474; O -0.951


## 3
The following is a quantum chemistry calculation of a cluster of 2 separate species, C5H14NO2 in total, from OMol25.

Summary:
lowest unoccupied orbital energy = 3.66 eV
Kohn-Sham gap = 6.74 eV

```
! wB97M-V def2-TZVPD RIJCOSX def2/J DEFGRID3
* xyz -1 1
C 0.734 -0.263 0.930
C -0.599 -0.901 0.335
C -1.626 -0.782 1.562
C -0.393 -2.391 0.004
N 1.646 -0.035 -0.186
C 1.217 0.823 -1.397
O 1.449 2.110 -1.191
H 0.335 0.684 1.338
H 1.274 -0.850 1.689
H -0.824 -0.386 -0.570
H -1.449 0.179 2.035
H -1.212 -1.504 2.284
H -2.685 -0.863 1.182
H -1.338 -2.946 0.107
H -0.104 -2.502 -1.017
H 0.410 -2.737 0.616
H 2.496 0.404 0.154
H 1.707 0.349 -2.284
H 0.141 0.684 -1.663
H 0.309 3.296 -1.405
H -0.971 3.829 -0.836
O -0.517 3.800 -1.684
*
```

Per-atom natural (NBO) charges, elementary charge units: C -0.205; C -0.216; C -0.627; C -0.614; N -0.710; C 0.142; O -0.952; H 0.148; H 0.172; H 0.218; H 0.202; H 0.197; H 0.201; H 0.183; H 0.210; H 0.200; H 0.351; H 0.077; H 0.085; H 0.518; H 0.436; O -1.015


Stability, highest: 1


## 1
The following is a quantum chemistry calculation of a cluster of 2 separate species, C4H10S in total, from OMol25.

Summary:
SMILES string = C=C.CSC
lowest unoccupied orbital energy = 1.12 eV
Kohn-Sham gap = 9.44 eV

```
! wB97M-V def2-TZVPD RIJCOSX def2/J DEFGRID3
* xyz 0 1
C -1.793 1.208 -2.554
C -2.672 1.248 -1.535
H -2.109 0.772 -3.500
H -0.851 1.727 -2.496
H -3.548 0.608 -1.486
H -2.623 1.974 -0.708
C 2.323 -1.893 1.806
S 0.938 -1.599 0.739
C 0.710 0.192 0.930
H 3.016 -1.067 1.709
H 2.006 -2.024 2.831
H 2.910 -2.844 1.599
H 1.129 0.755 1.749
H -0.379 0.225 0.930
H 0.941 0.719 -0.014
*
```

Per-atom natural (NBO) charges, elementary charge units: C -0.391; C -0.386; H 0.199; H 0.194; H 0.192; H 0.192; C -0.766; S 0.196; C -0.759; H 0.217; H 0.210; H 0.233; H 0.226; H 0.228; H 0.215


## 2
The following is a quantum chemistry calculation of a cluster of 2 separate species, C4H10S in total, from OMol25.

Summary:
SMILES string = C=C.CSC
lowest unoccupied orbital energy = 0.91 eV
Kohn-Sham gap = 9.36 eV

```
! wB97M-V def2-TZVPD RIJCOSX def2/J DEFGRID3
* xyz 0 1
C 1.144 -3.967 2.682
C 0.932 -3.054 3.649
H 0.369 -4.186 1.963
H 1.927 -4.709 2.856
H -0.109 -2.759 3.788
H 1.867 -2.601 3.992
C 0.024 2.056 -0.102
S -0.761 2.145 -1.748
C -0.582 0.516 -2.495
H -0.744 2.487 0.542
H 0.976 2.547 0.009
H 0.164 0.975 0.049
H -1.326 0.495 -3.307
H 0.406 0.409 -2.996
H -0.758 -0.393 -1.910
*
```

Per-atom natural (NBO) charges, elementary charge units: C -0.389; C -0.406; H 0.183; H 0.198; H 0.203; H 0.210; C -0.734; S 0.171; C -0.763; H 0.226; H 0.216; H 0.222; H 0.233; H 0.211; H 0.218


Stability, highest: 1


## 1
The following is a quantum chemistry calculation of a cluster of 2 separate species, C4H10S in total, from OMol25.

Summary:
SMILES string = C=C.CSC
lowest unoccupied orbital energy = 1.02 eV
Kohn-Sham gap = 9.44 eV

```
! wB97M-V def2-TZVPD RIJCOSX def2/J DEFGRID3
* xyz 0 1
C -2.761 -0.275 -0.583
C -2.560 -1.570 -0.426
H -2.528 0.287 -1.484
H -3.084 0.363 0.233
H -2.003 -2.161 -1.146
H -2.978 -2.169 0.374
C 2.243 0.809 -0.926
S 2.341 -0.477 0.327
C 1.296 0.326 1.583
H 3.010 0.603 -1.661
H 2.527 1.772 -0.485
H 1.218 0.947 -1.253
H 1.469 -0.019 2.596
H 1.545 1.383 1.612
H 0.267 0.180 1.238
*
```

Per-atom natural (NBO) charges, elementary charge units: C -0.391; C -0.380; H 0.193; H 0.190; H 0.192; H 0.195; C -0.747; S 0.175; C -0.742; H 0.234; H 0.208; H 0.213; H 0.231; H 0.210; H 0.218


## 2
The following is a quantum chemistry calculation of the molecule C4H10S, from OMol25.

Summary:
SMILES string = CCSCC
lowest unoccupied orbital energy = 1.04 eV
Kohn-Sham gap = 9.52 eV

```
! wB97M-V def2-TZVPD RIJCOSX def2/J DEFGRID3
* xyz 0 1
C -0.663 1.032 -1.360
C 0.261 -0.143 -1.664
S 0.274 -1.674 -0.486
C -0.361 -0.993 1.131
C 0.698 -0.186 1.845
H -0.437 1.880 -1.923
H -0.514 1.597 -0.352
H -1.729 0.859 -1.463
H -0.006 -0.421 -2.694
H 1.308 0.158 -1.616
H -0.692 -1.795 1.781
H -1.170 -0.332 0.858
H 0.970 0.646 1.265
H 0.435 0.186 2.803
H 1.626 -0.812 1.876
*
```

Per-atom natural (NBO) charges, elementary charge units: C -0.636; C -0.487; S 0.111; C -0.497; C -0.620; H 0.222; H 0.202; H 0.215; H 0.224; H 0.212; H 0.224; H 0.212; H 0.200; H 0.208; H 0.210


Stability, highest: 2


## 1
The following is a quantum chemistry calculation of a cluster of 2 separate species, C4H10S in total, from OMol25.

Summary:
lowest unoccupied orbital energy = -0.78 eV
Kohn-Sham gap = 5.30 eV

```
! wB97M-V def2-TZVPD RIJCOSX def2/J DEFGRID3
* xyz 0 1
C -0.012 -0.540 -1.783
C 1.398 0.353 -1.896
C 1.618 -0.950 -1.345
S -0.511 0.012 1.265
C -1.627 1.017 2.295
H -0.147 -0.939 -2.798
H -0.715 0.280 -1.598
H -0.433 -1.369 -1.163
H 1.912 0.603 -2.819
H 1.282 1.194 -1.169
H 1.725 -1.056 -0.275
H 1.906 -1.748 -2.000
H -1.511 2.105 2.096
H -1.379 0.910 3.348
H -2.659 0.768 1.998
*
```

Per-atom natural (NBO) charges, elementary charge units: C -0.703; C -0.276; C -0.175; S -0.747; C -0.724; H 0.230; H 0.369; H 0.396; H 0.249; H 0.284; H 0.290; H 0.232; H 0.186; H 0.194; H 0.195


## 2
The following is a quantum chemistry calculation of the molecule C4H10S, from OMol25.

Summary:
SMILES string = CCSCC
lowest unoccupied orbital energy = 1.07 eV
Kohn-Sham gap = 9.30 eV

```
! wB97M-V def2-TZVPD RIJCOSX def2/J DEFGRID3
* xyz 0 1
C 2.404 0.127 -0.410
C 1.192 0.022 0.601
S 0.216 -1.264 -0.222
C -1.665 -0.795 0.133
C -1.889 0.661 -0.300
H 3.115 -0.683 -0.221
H 1.969 0.185 -1.386
H 2.902 1.004 -0.121
H 0.458 0.766 0.793
H 1.482 -0.341 1.579
H -1.855 -0.857 1.187
H -2.169 -1.599 -0.393
H -1.483 1.283 0.443
H -1.695 0.732 -1.437
H -2.983 0.759 -0.246
*
```

Per-atom natural (NBO) charges, elementary charge units: C -0.616; C -0.520; S 0.086; C -0.441; C -0.642; H 0.219; H 0.225; H 0.208; H 0.210; H 0.205; H 0.198; H 0.219; H 0.211; H 0.227; H 0.211


Stability, highest: 2


## 1
The following is a quantum chemistry calculation of the molecule C5H11N3O, from OMol25.

Summary:
lowest unoccupied orbital energy (spin up / spin down) = -0.63 / -0.62 eV
Kohn-Sham gap (spin up / spin down) = 7.45 / 7.46 eV

```
! wB97M-V def2-TZVPD RIJCOSX def2/J DEFGRID3
* xyz 0 1
C 1.670 -0.874 -1.188
C 0.906 -0.197 -0.071
N 0.330 2.033 0.199
N 1.663 -0.011 1.120
N 0.206 0.950 -0.542
H 0.997 1.988 0.978
H -0.100 2.860 -0.191
H 2.551 -0.491 1.114
H 1.115 -0.296 1.931
H 2.626 -0.381 -1.377
H 1.084 -0.868 -2.105
H 1.869 -1.909 -0.908
C -0.657 -1.064 0.416
C -1.768 0.171 0.375
C -2.802 0.194 -0.464
O -0.524 -1.588 1.540
H -0.911 -1.670 -0.473
H -1.795 0.704 1.321
H -2.777 -0.344 -1.403
H -3.684 0.791 -0.272
*
```

Per-atom natural (NBO) charges, elementary charge units: C -0.625; C 0.166; N -0.515; N -0.893; N -0.013; H 0.410; H 0.404; H 0.385; H 0.413; H 0.210; H 0.233; H 0.224; C 0.249; C -0.247; C -0.425; O -0.692; H 0.145; H 0.190; H 0.186; H 0.195


## 2
The following is a quantum chemistry calculation of the molecule C5H11N3O, from OMol25.

Summary:
SMILES string = C=C(C)C(=C)N(N)ON
lowest unoccupied orbital energy = 0.91 eV
Kohn-Sham gap = 9.34 eV

```
! wB97M-V def2-TZVPD RIJCOSX def2/J DEFGRID3
* xyz 0 1
C -0.631 1.641 0.530
C -0.144 0.375 0.783
C -0.408 -0.280 2.113
C 1.073 -0.075 0.035
C 2.310 -0.030 0.560
N 0.781 -0.879 -1.061
N 0.832 -0.279 -2.295
O -0.856 -1.117 -0.646
N -1.767 -0.491 -1.588
H -0.428 2.136 -0.415
H -1.122 2.206 1.312
H -0.411 -1.369 2.015
H 0.343 0.004 2.855
H -1.386 0.027 2.494
H 3.145 -0.402 -0.023
H 2.483 0.369 1.551
H -0.064 0.208 -2.469
H 0.911 -0.983 -3.023
H -2.425 -1.251 -1.746
H -2.238 0.189 -0.984
*
```

Per-atom natural (NBO) charges, elementary charge units: C -0.494; C 0.057; C -0.645; C 0.087; C -0.409; N 0.000; N -0.624; O -0.369; N -0.545; H 0.197; H 0.202; H 0.225; H 0.219; H 0.216; H 0.211; H 0.210; H 0.380; H 0.359; H 0.361; H 0.363


Stability, highest: 1


## 1
The following is a quantum chemistry calculation of a structure of composition C5H11N3O, from OMol25.

Summary:
lowest unoccupied orbital energy = 0.70 eV
Kohn-Sham gap = 8.15 eV

```
! wB97M-V def2-TZVPD RIJCOSX def2/J DEFGRID3
* xyz 0 1
C -0.398 -0.090 -1.761
C 1.488 1.390 -0.498
C -1.054 -1.358 -1.674
N 0.838 0.070 -0.378
H 1.486 -0.663 -0.641
H 0.314 0.081 -2.563
H -0.969 0.802 -1.523
H 0.752 2.176 -0.377
H 2.247 1.518 0.270
H 1.941 1.452 -1.490
H -0.740 -2.112 -2.390
H -0.599 -1.791 -0.468
H -2.127 -1.329 -1.511
C -0.139 0.568 1.945
N -0.886 0.011 2.921
C 0.149 -0.435 0.832
O 0.259 1.727 1.957
N -0.269 -1.616 0.806
H -1.165 -0.954 2.812
H -1.126 0.553 3.732
*
```

Per-atom natural (NBO) charges, elementary charge units: C -0.158; C -0.410; C -0.770; N -0.468; H 0.407; H 0.192; H 0.201; H 0.232; H 0.226; H 0.194; H 0.220; H 0.347; H 0.231; C 0.601; N -0.805; C 0.217; O -0.640; N -0.648; H 0.429; H 0.402


## 2
The following is a quantum chemistry calculation of the molecule C5H11N3O, from OMol25.

Summary:
lowest unoccupied orbital energy (spin up / spin down) = -0.75 / -0.75 eV
Kohn-Sham gap (spin up / spin down) = 6.66 / 6.66 eV

```
! wB97M-V def2-TZVPD RIJCOSX def2/J DEFGRID3
* xyz 0 1
C -0.184 2.361 -1.181
N 0.268 1.647 0.015
C 1.025 -0.252 -1.057
N 0.969 0.558 0.098
H 0.004 2.016 0.919
H -0.782 3.206 -0.846
H -0.793 1.716 -1.810
H 0.679 2.733 -1.740
H 1.825 -0.979 -0.952
H 1.055 0.246 -2.027
C 0.419 -1.900 1.835
C -0.548 -1.038 1.098
C -0.482 -1.008 -0.781
N -1.544 -0.475 1.589
O -1.478 -0.403 -1.213
H -2.084 0.027 0.868
H -0.345 -2.098 -0.861
H 1.423 -1.483 1.757
H 0.139 -1.970 2.887
H 0.435 -2.903 1.402
*
```

Per-atom natural (NBO) charges, elementary charge units: C -0.469; N -0.264; C -0.357; N -0.012; H 0.409; H 0.224; H 0.270; H 0.208; H 0.222; H 0.210; C -0.700; C 0.272; C 0.193; N -0.691; O -0.725; H 0.355; H 0.185; H 0.223; H 0.228; H 0.219


## 3
The following is a quantum chemistry calculation of the molecule C5H11N3O, from OMol25.

Summary:
SMILES string = CC(C)=N[C@H](N)C(N)=O
lowest unoccupied orbital energy = 0.70 eV
Kohn-Sham gap = 9.83 eV

```
! wB97M-V def2-TZVPD RIJCOSX def2/J DEFGRID3
* xyz 0 1
C -0.451 1.429 1.228
C 0.493 1.026 0.120
C 1.228 2.155 -0.536
N 0.739 -0.144 -0.280
C 0.160 -1.332 0.285
N 1.131 -2.401 0.336
C -1.057 -1.796 -0.543
N -1.876 -0.801 -0.962
O -1.286 -2.961 -0.758
H 0.025 1.221 2.190
H -0.671 2.487 1.176
H -1.384 0.871 1.194
H 1.769 2.727 0.217
H 1.927 1.769 -1.270
H 0.526 2.829 -1.029
H -0.213 -1.167 1.316
H 2.069 -2.013 0.383
H 1.059 -2.983 -0.494
H -2.639 -1.062 -1.567
H -1.548 0.148 -1.008
*
```

Per-atom natural (NBO) charges, elementary charge units: C -0.718; C 0.321; C -0.656; N -0.457; C -0.016; N -0.820; C 0.671; N -0.826; O -0.596; H 0.242; H 0.226; H 0.232; H 0.221; H 0.236; H 0.217; H 0.179; H 0.366; H 0.377; H 0.404; H 0.396


Stability, highest: 3